# 1
6
Properties=species:S:1:pos:R:3:lowdin_charge:R:1 method="wB97M-V/def2-TZVPD" smiles=O.S total_charge=0 relative_energy_kj_mol=2.05 multiplicity=1 e_lumo_ev=0.67
O -1.378 1.387 1.032 -0.07
H -1.281 1.960 0.266 0.04
H -2.280 1.530 1.337 0.04
S 0.932 -0.785 -0.557 0.48
H -0.230 -0.640 -1.202 -0.23
H 0.469 -0.280 0.573 -0.25

=====

# 2
75
Properties=species:S:1:pos:R:3:lowdin_charge:R:1 method="wB97M-V/def2-TZVPD" total_charge=+1 multiplicity=1 e_lumo_ev=-5.14
N -4.275 -0.844 -1.521 0.29
C -4.174 -1.344 -0.469 -0.35
O -4.236 -2.144 0.558 -0.13
S -2.834 -2.840 0.954 1.28
F -2.241 -1.817 1.867 -0.17
C -1.840 -2.700 -0.497 -0.32
C -1.077 -1.397 -0.652 -0.24
C 0.098 -1.226 0.295 -0.56
Cl 0.813 -2.746 0.829 0.69
H -2.477 -2.821 -1.361 0.12
H -1.218 -3.579 -0.454 0.08
H -0.762 -1.279 -1.672 0.11
H -1.755 -0.588 -0.448 0.10
H -0.185 -0.670 1.163 0.02
H 0.847 -0.638 -0.187 0.07
C 5.433 -4.433 0.042 0.03
C 4.249 -4.119 -0.473 0.01
C 4.133 -3.266 -1.680 -0.39
O 3.050 -2.978 -2.147 0.07
C 5.390 -2.775 -2.296 0.02
C 6.577 -3.087 -1.784 0.03
C 6.693 -3.942 -0.573 -0.38
O 7.771 -4.227 -0.108 0.12
H 5.539 -5.052 0.923 0.13
H 3.320 -4.466 -0.041 0.10
H 5.282 -2.156 -3.177 0.12
H 7.506 -2.740 -2.217 0.12
C -2.497 2.261 5.013 0.04
C -1.612 1.759 4.153 0.01
C -1.472 0.293 3.968 -0.37
O -0.675 -0.178 3.177 0.06
C -2.349 -0.590 4.776 0.01
C -3.230 -0.089 5.637 0.04
C -3.376 1.380 5.822 -0.38
O -4.181 1.832 6.600 0.14
H -2.618 3.326 5.163 0.13
H -0.967 2.384 3.555 0.11
H -2.227 -1.656 4.627 0.11
H -3.878 -0.716 6.238 0.13
C -3.647 2.154 1.206 0.01
C -4.812 2.267 0.575 0.02
C -4.935 3.053 -0.682 -0.39
O -5.995 3.151 -1.253 0.13
C -3.708 3.705 -1.203 0.03
C -2.543 3.591 -0.571 0.02
C -2.420 2.806 0.680 -0.37
O -1.352 2.697 1.250 0.08
H -3.538 1.588 2.123 0.10
H -5.720 1.801 0.940 0.13
H -3.818 4.271 -2.119 0.13
H -1.637 4.057 -0.936 0.13
C 2.602 1.127 1.372 0.01
C 2.262 2.332 0.928 0.03
C 3.256 3.216 0.265 -0.38
O 2.948 4.315 -0.136 0.12
C 4.638 2.692 0.102 0.03
C 4.973 1.479 0.535 0.02
C 3.981 0.604 1.209 -0.39
O 4.267 -0.507 1.599 0.10
H 1.893 0.469 1.863 0.10
H 1.258 2.727 1.032 0.11
H 5.345 3.348 -0.390 0.12
H 5.972 1.076 0.423 0.12
C -1.895 0.437 -3.469 -0.02
C -2.157 -0.337 -4.518 0.03
C -1.098 -0.678 -5.506 -0.38
O -1.337 -1.381 -6.458 0.13
C 0.261 -0.124 -5.271 0.04
C 0.522 0.648 -4.218 0.03
C -0.536 0.986 -3.235 -0.40
O -0.304 1.678 -2.265 0.09
H -2.652 0.700 -2.741 0.09
H -3.141 -0.750 -4.705 0.12
H 1.017 -0.385 -6.000 0.13
H 1.505 1.059 -4.028 0.13

=====

What are the highest occupied orbital energy values for these records? In order: -9.513, -11.983 eV.
What are the gap between HOMO and LUMO values for these records? In order: 0.374, 0.252 hartree.
What are the total energy values for these records? In order: -475.81029, -3151.30015 Eh.